Computed, not measured: a cluster of 2 separate species, C4H12N3 in total, with ωB97M-V with the def2-TZVPD basis set.

```
19
Properties=species:S:1:pos:R:3:forces:R:3:nbo_charge:R:1
C 1.09024 1.06022 2.21685 -0.4 0.1 0.5 0.052
C 0.59964 1.28672 0.99415 0.2 -0.5 0.4 -0.219
N 1.08421 0.47225 -0.12636 -0.2 1.0 -0.9 -0.704
N 0.61906 1.66105 3.35286 -0.3 -0.1 0.1 -0.769
H 1.90881 0.37041 2.39549 0.1 0.0 -0.2 0.207
H -0.23967 1.93481 0.80019 0.0 0.0 -0.2 0.225
H 1.31056 1.05609 -0.93828 0.1 0.1 0.2 0.427
H 1.95031 -0.00340 0.11647 -0.2 -0.3 0.0 0.432
H 0.31083 -0.18096 -0.48317 0.3 -0.5 0.6 0.464
H -0.34167 1.97314 3.33126 0.1 0.2 -0.1 0.392
H 0.81401 1.22189 4.23917 0.3 0.0 -0.1 0.404
C -1.21663 -1.01931 -3.12803 -0.2 -0.1 0.1 -0.453
C -0.82050 -1.70795 -2.06929 -0.1 -0.1 0.0 -0.034
N -1.02653 -1.27598 -0.72874 0.2 0.3 0.0 -0.865
H -1.86827 -0.15883 -3.01996 0.2 0.1 0.0 0.200
H -0.99474 -1.35655 -4.12825 0.0 0.0 0.0 0.233
H -0.29390 -2.65062 -2.14764 0.2 0.1 -0.1 0.212
H -1.82628 -0.66139 -0.62968 -0.1 -0.2 0.0 0.394
H -1.05951 -2.02159 -0.04705 -0.2 0.0 -0.1 0.402
```
Positions in Å, forces in eV/Å.

The value obtained for the HOMO-LUMO gap is 9.69 eV. As for the multiplicity: 1. The charge is +1. The largest force on an atom is 0.026 hartree/bohr. As for the energy above the lowest of the compared OMol25 structures with the same formula, charge and spin: 46.7 kcal/mol.

Computed, not measured: a cluster of 6 separate species, C24H53B3N6O11 in total, with ωB97M-V with the def2-TZVPD basis set.

```
97
Properties=species:S:1:pos:R:3:forces:R:3:mulliken_charge:R:1
C -2.58102 6.96633 -1.30849 -1.1 1.1 0.4 -0.792
N -2.77836 5.84135 -0.30748 1.5 0.8 1.4 0.146
C -1.83423 4.67927 -0.55427 -0.5 -1.5 -0.1 -0.752
C -2.69360 6.34409 1.12568 3.7 2.4 2.5 0.176
O -1.59660 6.86290 1.69098 -6.3 -3.2 -3.6 -0.552
C -4.09628 6.24758 2.03046 0.5 -0.6 -1.2 -0.357
B -3.77324 5.10593 3.21646 -0.3 0.8 0.9 0.318
O -2.74003 5.54367 4.22034 0.0 -4.6 -2.6 -0.322
B -1.83967 4.33945 4.28615 -3.9 0.6 1.8 0.439
O -2.49413 3.10190 4.81320 -0.5 2.0 -3.9 -0.135
B -3.59850 2.75312 3.89382 -0.7 0.3 0.6 0.259
C -3.99432 1.19437 3.55345 0.2 -0.2 -0.4 -0.588
C -2.74784 0.12656 3.62970 -1.1 -0.7 -0.5 -0.556
C -1.35831 0.62270 2.93198 0.3 -0.7 -0.3 -0.286
C -0.15695 1.06890 3.93861 2.3 0.3 -1.4 -0.267
O -0.43139 0.94133 5.37401 1.5 3.1 1.5 -0.283
C 0.38832 1.84958 6.19105 5.2 -0.7 -1.7 0.281
O 1.70755 1.98258 6.00329 -8.7 -0.4 0.6 -0.628
O -4.46451 3.80286 3.24873 4.4 0.9 1.3 -0.435
H -1.48323 7.09403 -1.69308 -2.1 -0.3 0.7 0.299
H -2.90374 7.96591 -0.74535 0.7 -2.0 -1.5 0.311
H -3.37091 6.77007 -2.17710 2.0 0.5 1.7 0.275
H -0.99330 4.57671 0.27808 -1.6 0.4 -1.8 0.127
H -2.51227 3.69780 -0.55226 1.8 2.0 0.0 0.207
H -1.37923 4.74712 -1.63264 -0.8 -0.1 2.3 0.366
H -4.95124 5.86325 1.30287 1.8 1.0 1.6 0.181
H -4.31893 7.31037 2.48902 0.6 -2.2 -0.9 0.311
H -0.73307 4.40134 3.89440 0.3 -0.1 0.2 -0.076
H -4.45737 1.19193 2.45942 0.8 -0.1 2.3 0.194
H -4.81495 0.83995 4.31389 1.4 0.7 -1.5 0.289
H -2.66678 -0.22792 4.74078 0.4 0.8 -2.2 0.289
H -3.10692 -0.83142 3.01364 0.8 2.1 1.4 0.312
H -0.94799 -0.30228 2.29838 -0.8 2.1 1.4 0.357
H -1.52307 1.48396 2.12196 0.1 -1.8 1.9 0.024
H 0.80981 0.40290 3.72246 -2.2 1.4 0.4 0.339
H 0.18465 2.18098 3.71663 -0.8 -2.3 0.5 0.117
H -0.15382 2.44842 7.06877 0.9 -1.7 -2.0 0.325
C 2.37913 1.63310 -0.57413 -0.1 0.3 0.2 -0.354
N 1.08369 2.12791 -0.97541 -0.6 -0.1 -0.5 0.048
C 0.28497 1.68013 -1.98562 -0.4 0.6 0.3 0.727
C 0.77264 0.52562 -2.81564 -0.1 -0.1 -0.1 -1.012
O -0.79934 2.22116 -2.19280 0.3 -0.2 0.0 -0.664
H 2.31248 1.31588 0.46935 0.3 -0.1 -0.1 0.229
H 3.09538 2.45450 -0.65434 0.2 -0.3 0.0 0.294
H 2.71432 0.79649 -1.18837 -0.1 0.3 0.2 -0.254
H 0.68629 2.90694 -0.46300 0.1 -0.2 -0.2 0.122
H 0.02762 0.28429 -3.57920 0.1 0.2 0.3 0.147
H 1.70663 0.79307 -3.31687 0.0 -0.2 0.1 0.311
H 0.91729 -0.35485 -2.18396 0.2 0.0 -0.2 0.313
C 5.42108 0.35713 10.27972 0.0 -0.4 0.2 -0.786
N 4.52228 -0.55453 9.61259 -0.3 -0.1 -0.3 -0.168
C 3.67397 -0.29679 8.57677 -0.4 -0.7 -0.2 0.747
C 3.63397 1.10082 8.02475 -0.1 -0.1 -0.2 -0.894
O 2.97135 -1.19811 8.12364 0.3 0.5 0.2 -0.673
H 6.43640 -0.03412 10.17999 0.1 0.3 0.1 0.271
H 5.15022 0.38640 11.33798 0.2 0.3 0.0 0.270
H 5.37667 1.36471 9.86455 -0.1 -0.2 0.0 0.316
H 4.49161 -1.51724 9.92823 0.0 0.3 -0.1 0.232
H 2.91165 1.14918 7.20486 0.5 -0.2 0.5 0.059
H 3.32053 1.80182 8.80286 0.2 0.1 -0.1 0.340
H 4.61725 1.37781 7.63538 -0.1 0.1 0.1 0.340
C -1.50738 -4.75748 -5.12575 0.0 -0.3 0.3 -0.797
N -0.40964 -4.18115 -4.38626 0.5 0.7 0.0 -0.106
C 0.13015 -2.93531 -4.51073 0.5 -0.4 0.6 0.753
C -0.45929 -2.00698 -5.53563 0.0 0.3 -0.1 -1.339
O 1.07199 -2.60306 -3.79385 -0.2 0.0 -0.3 -0.631
H -2.28620 -5.03815 -4.41261 -0.2 0.0 -0.4 0.270
H -1.14198 -5.65553 -5.62984 -0.3 0.0 -0.2 0.250
H -1.92031 -4.06840 -5.86346 0.1 -0.1 0.2 0.291
H 0.04129 -4.74626 -3.67584 -0.1 0.2 -0.2 0.239
H 0.07627 -1.05352 -5.51574 0.0 -0.3 0.1 0.282
H -0.35781 -2.43924 -6.53460 -0.2 0.1 0.1 0.419
H -1.51139 -1.81682 -5.30736 0.0 -0.1 -0.2 0.383
C -2.92010 -7.97475 -9.07437 0.3 0.3 -0.2 -0.861
N -3.20216 -6.86426 -8.19614 -0.3 0.1 0.5 -0.152
C -4.02160 -6.83666 -7.10676 0.1 0.9 0.2 0.828
C -4.74571 -8.09976 -6.73273 -0.2 -0.1 0.2 -1.316
O -4.14876 -5.79642 -6.46402 0.1 -0.5 -0.3 -0.634
H -1.84401 -8.16251 -9.04854 -0.1 -0.3 -0.2 0.283
H -3.20989 -7.68725 -10.08803 0.1 -0.3 -0.1 0.292
H -3.45484 -8.88052 -8.78592 0.1 0.2 0.0 0.327
H -2.75087 -5.97616 -8.38318 -0.1 -0.2 0.0 0.231
H -5.35879 -7.92010 -5.84495 0.2 0.1 -0.2 0.300
H -5.40301 -8.41024 -7.54922 0.1 -0.2 0.1 0.369
H -4.02591 -8.88936 -6.50121 -0.1 -0.1 -0.1 0.350
C 6.57045 -1.79938 -3.43327 0.3 0.3 -0.1 -0.822
N 6.26617 -0.71790 -2.52670 -0.4 0.2 0.4 -0.158
C 5.20549 -0.60106 -1.67800 0.3 0.7 0.4 0.781
C 4.19712 -1.71545 -1.64666 -0.2 0.0 0.0 -1.309
O 5.09808 0.39681 -0.96801 0.1 -0.5 -0.3 -0.652
H 7.55058 -2.20098 -3.16500 -0.1 -0.2 -0.2 0.286
H 6.61514 -1.39051 -4.44568 0.0 -0.3 -0.1 0.276
H 5.82731 -2.59679 -3.39515 0.1 0.2 0.1 0.323
H 6.90021 0.07205 -2.48999 -0.2 -0.2 0.0 0.254
H 3.41232 -1.47765 -0.92288 0.3 0.0 -0.1 0.294
H 3.73568 -1.83057 -2.63099 0.0 -0.2 0.1 0.356
H 4.67881 -2.64764 -1.33980 -0.1 0.0 -0.2 0.461
```
Positions in Å, forces in eV/Å.

The value obtained for the HOMO-LUMO gap is 9.07 eV. As for the multiplicity: 1. The charge is 0. The largest force on an atom is 0.170 hartree/bohr. As for the energy above the lowest of the compared OMol25 structures with the same formula, charge and spin: 102.5 kcal/mol.

Computed, not measured: the molecule C21H31N3O2, with ωB97M-V with the def2-TZVPD basis set.

```
57
Properties=species:S:1:pos:R:3:forces:R:3:nbo_charge:R:1
O 3.09610 1.37881 1.16673 0.3 0.2 0.3 -0.632
C 2.24934 1.12644 0.33089 -0.3 0.2 -0.2 0.673
N 2.07414 -0.08469 -0.21278 0.0 -0.2 -0.1 -0.659
C 2.89603 -1.21172 0.16640 0.1 -0.1 0.3 -0.217
C 2.09850 -2.50856 0.08832 0.1 0.1 -0.3 -0.411
C 1.65959 -2.81131 -1.34648 0.1 -0.2 0.3 -0.216
N 0.62904 -1.88767 -1.81358 -0.1 -0.1 -0.2 -0.477
C -0.69769 -2.33455 -1.40653 -0.3 0.1 0.2 -0.222
C -1.77370 -1.32919 -1.79883 0.0 -0.3 -0.1 -0.402
C -1.74515 -1.07695 -3.30107 0.1 0.2 0.2 -0.404
C -0.33651 -0.65196 -3.69612 -0.1 -0.4 -0.1 -0.392
C 0.67395 -1.70693 -3.25845 0.0 0.3 -0.2 -0.217
C 1.29450 2.20704 -0.18374 0.3 0.2 0.2 -0.124
C 1.52416 2.57708 -1.65702 -0.1 0.1 0.0 -0.393
C 0.13889 3.01790 -2.12309 0.0 0.0 0.0 -0.505
C -0.81423 2.26148 -1.20886 0.1 0.1 -0.5 0.698
O -2.00286 2.09544 -1.37217 -0.4 0.0 -0.1 -0.628
N -0.09351 1.79021 -0.16598 0.3 -0.2 0.1 -0.439
C -0.68529 1.14496 0.97934 -0.2 0.1 0.2 -0.220
C -0.51024 1.95363 2.27318 0.0 -0.2 -0.2 -0.430
C -1.14796 1.21449 3.41374 0.1 0.1 0.0 -0.027
C -0.40940 0.30105 4.15509 0.0 0.0 0.0 -0.222
C -0.99903 -0.40977 5.18525 0.0 -0.1 0.1 -0.202
C -2.33721 -0.21753 5.48389 0.0 -0.1 0.1 -0.220
C -3.08204 0.68744 4.74699 -0.1 0.0 0.0 -0.223
C -2.49086 1.39681 3.71664 0.0 0.0 0.0 -0.160
H 1.34530 -0.30355 -0.89184 -0.1 0.2 0.1 0.443
H 3.76770 -1.27429 -0.49832 0.0 0.0 0.1 0.183
H 3.26354 -1.03087 1.18086 0.0 0.0 -0.2 0.228
H 1.22833 -2.44191 0.74237 0.0 0.0 0.1 0.205
H 2.72494 -3.32778 0.44358 0.0 0.0 0.1 0.218
H 1.31170 -3.85522 -1.41493 0.0 0.1 -0.1 0.181
H 2.53239 -2.71438 -1.99810 0.0 0.0 0.0 0.197
H -0.69987 -2.46831 -0.32204 0.0 -0.1 0.0 0.202
H -0.92940 -3.31276 -1.86693 0.1 0.0 0.0 0.163
H -1.60725 -0.38708 -1.27939 0.0 0.1 0.1 0.215
H -2.74802 -1.71406 -1.49449 0.0 0.0 0.1 0.213
H -2.46065 -0.29573 -3.55785 -0.1 0.0 -0.1 0.223
H -2.02021 -1.98765 -3.83928 0.0 0.0 -0.1 0.192
H -0.10259 0.29403 -3.20644 0.1 0.1 0.0 0.192
H -0.26326 -0.50880 -4.77557 0.0 0.1 0.0 0.211
H 1.68427 -1.38707 -3.53211 0.0 -0.1 0.0 0.198
H 0.46269 -2.65448 -3.78490 0.0 0.0 0.0 0.166
H 1.44041 3.08945 0.45698 0.1 -0.2 0.0 0.209
H 1.85054 1.69695 -2.21447 0.0 0.0 0.0 0.211
H 2.27957 3.35230 -1.76539 0.0 0.0 0.0 0.227
H -0.02045 4.08556 -1.95787 0.0 0.0 0.0 0.231
H -0.06512 2.80600 -3.17098 -0.1 0.0 0.0 0.236
H -0.24051 0.15252 1.11482 -0.1 0.0 0.0 0.200
H -1.74945 1.02771 0.75652 0.1 -0.1 0.0 0.240
H 0.55470 2.08729 2.47164 0.0 0.1 0.0 0.222
H -0.97330 2.93436 2.14743 0.1 0.0 0.0 0.213
H 0.63719 0.15496 3.92724 0.1 0.0 0.0 0.214
H -0.41266 -1.11328 5.75840 0.0 -0.1 0.0 0.212
H -2.79769 -0.76990 6.28977 0.0 0.0 0.1 0.212
H -4.12641 0.84156 4.97617 -0.1 0.0 0.0 0.212
H -3.07497 2.10249 3.14337 -0.1 0.1 -0.1 0.202
```
Positions in Å, forces in eV/Å.

The value obtained for the HOMO-LUMO gap is 9.78 eV. As for the multiplicity: 1. The charge is 0. The largest force on an atom is 0.009 hartree/bohr. As for the energy above the lowest of the compared OMol25 structures with the same formula, charge and spin: 12.3 kcal/mol.

Number 1: LUMO level -2.91 eV. Number 2: LUMO level 0.28 eV. Number 3: LUMO level 0.77 eV.